The molecule CHF2N. Source: OMol25; level of theory: wB97M-V/def2-TZVPD.

For the HOMO energy (spin up / spin down), the calculation gives -9.3 / -10.4 eV. As for the structure (SMILES): F/C=N/F. Its relative energy (zero: lowest compared OMol25 entry of this formula, charge and spin) is 130.3 kcal/mol. For the strongest force on any atom, the calculation gives 8.0 eV/A.

Each line ends with the natural charge from an NBO analysis.
Element x y z (Å)
F1 -0.5612 1.7433 -0.0086  -0.2789
H1 -0.1775 -0.1283 -0.4029  0.1371
N1 1.9065 1.0977 -0.0186  0.0214
C1 0.2075 0.7503 0.0146  0.3480
F2 2.4655 -0.1037 0.0062  -0.2276

Atoms 1-3, force components in eV/Å:
-1.307 2.258 0.085
-0.220 -1.617 -0.402
-7.030 0.044 0.297


The molecule CHF2NO. Source: OMol25; level of theory: wB97M-V/def2-TZVPD.

For the HOMO energy, the calculation gives -12.0 eV. As for the structure (SMILES): O=C(F)NF. Its relative energy (zero: lowest compared OMol25 entry of this formula, charge and spin) is 3.0 kcal/mol. For the strongest force on any atom, the calculation gives 2.3 eV/A.

Each line ends with the natural charge from an NBO analysis.
Element x y z (Å)
F1 0.6945 1.4869 0.0968  -0.3701
H1 -1.0630 0.4691 0.6011  0.3872
O1 1.6654 -0.4956 -0.3972  -0.4873
N1 -0.7689 -0.1204 -0.2201  -0.2329
C1 0.6529 0.0926 -0.2038  0.9202
F2 -1.1809 -1.4327 0.1232  -0.2171

Atoms 1-3, force components in eV/Å:
-0.016 -1.602 -0.506
-0.233 -0.803 -1.134
-2.261 0.354 0.157


A cluster of 2 separate species, CHF2O3S in total. Source: OMol25; level of theory: wB97M-V/def2-TZVPD.

For the HOMO energy (spin up / spin down), the calculation gives -4.6 / -4.6 eV. Its relative energy (zero: lowest compared OMol25 entry of this formula, charge and spin) is 47.5 kcal/mol. As for the total charge: -1. For the strongest force on any atom, the calculation gives 2.6 eV/A.

Each line ends with the natural charge from an NBO analysis.
Element x y z (Å)
C1 0.1847 -1.0841 -0.3072  0.3228
S1 2.5019 -0.2043 -0.0448  2.2576
F1 -0.9866 -0.4579 -0.5516  -0.3736
H1 0.4258 -1.5817 -1.2231  0.1038
F2 -0.1207 -1.8712 0.8363  -0.3959
O1 3.0914 -0.9503 1.0594  -0.9670
O2 3.0553 -0.5092 -1.3543  -0.9708
O3 2.2559 1.2026 0.3112  -0.9769

Atoms 1-3, force components in eV/Å:
1.868 0.166 1.833
-1.892 0.917 1.360
0.005 1.068 0.043


A structure of composition CHF2O4S. Source: OMol25; level of theory: wB97M-V/def2-TZVPD.

For the HOMO energy, the calculation gives -4.6 eV. Its relative energy (zero: lowest compared OMol25 entry of this formula, charge and spin) is 4.5 kcal/mol. As for the total charge: -1. For the strongest force on any atom, the calculation gives 2.9 eV/A.

Each line ends with the natural charge from an NBO analysis.
Element x y z (Å)
F1 -0.1245 -2.3099 -1.7334  -0.3412
O1 -0.4733 0.9288 -1.2442  -1.0058
F2 -2.2416 -2.4515 -1.6478  -0.3918
O2 -0.6477 0.1909 0.9795  -0.9228
O3 -2.7185 0.3018 -0.2613  -1.0206
C1 -1.0951 -2.3482 -0.8197  0.9880
H1 -1.3846 0.2271 1.5980  0.4783
S1 -1.3303 -0.0087 -0.4821  1.8690
O4 -1.0451 -2.8077 0.3115  -0.6532

Atoms 1-3, force components in eV/Å:
0.744 -0.183 0.465
-1.180 -0.704 0.019
0.772 -0.094 1.275


A structure of composition CHF3INO2S. Source: OMol25; level of theory: wB97M-V/def2-TZVPD.

For the HOMO energy, the calculation gives -9.8 eV. For the strongest force on any atom, the calculation gives 2.3 eV/A.

Each line ends with the natural charge from an NBO analysis.
Element x y z (Å)
F1 -2.2855 0.4241 0.6387  -0.2962
I1 1.8668 -1.8679 -0.1191  1.2390
H1 2.6316 0.3398 0.4638  0.3520
N1 2.7070 -0.2219 -0.4740  -0.9890
F2 -0.8505 1.9775 0.6622  -0.3284
O1 -0.2109 -1.3952 -0.4477  -0.9820
C1 -1.0186 0.6647 0.5906  0.7597
S1 -0.5700 0.0194 -1.1606  1.4467
O2 -1.8786 -0.0519 -1.7573  -0.8863
F3 -0.3913 0.1114 1.6034  -0.3156

Atoms 1-3, force components in eV/Å:
-1.866 -0.453 1.038
-0.950 0.580 -0.370
0.250 -1.221 -1.926


A structure of composition CHF3IrO2S. Source: OMol25; level of theory: wB97M-V/def2-TZVPD.

Its spin multiplicity is 5. For the HOMO energy (spin up / spin down), the calculation gives -15.5 / -16.3 eV. As for the expectation value of S²: 6.01. Its relative energy (zero: lowest compared OMol25 entry of this formula, charge and spin) is 0.0 kcal/mol. As for the total charge: +1. For the strongest force on any atom, the calculation gives 4.5 eV/A.

Each line ends with the Löwdin spin population.
Element x y z (Å)
F1 0.4701 1.1333 0.7898  0.0037
F2 -1.1685 2.1186 -0.2192  -0.0001
Ir1 -0.4125 2.1601 -3.4710  3.1257
O1 0.5966 0.9703 -2.2515  0.2799
C1 0.1467 2.1853 0.0474  0.0037
S1 1.2188 2.1725 -1.5023  0.0733
O2 0.6082 3.3652 -2.2739  0.3090
H1 -2.0780 2.2911 -3.4728  0.2014
F3 0.3878 3.2886 0.7437  0.0033

Atoms 1-3, force components in eV/Å:
0.260 0.169 -0.687
1.008 0.126 -0.507
-3.888 0.177 -2.315


The ion CHF3N3 with charge +1. Source: OMol25; level of theory: wB97M-V/def2-TZVPD.

For the HOMO energy, the calculation gives -17.1 eV. As for the structure (SMILES): FC1=NN1[NH+](F)F. Its relative energy (zero: lowest compared OMol25 entry of this formula, charge and spin) is 65.5 kcal/mol. As for the total charge: +1. For the strongest force on any atom, the calculation gives 7.0 eV/A.

Each line ends with the natural charge from an NBO analysis.
Element x y z (Å)
F1 -3.4743 -0.4757 0.8073  -0.1533
N1 -2.3674 0.7596 -0.9615  -0.1027
N2 -1.3450 0.5349 0.1537  -0.2090
F2 -0.6846 -1.7212 -0.4238  -0.1201
H1 0.2288 -0.5113 0.6721  0.4271
F3 0.4074 -0.0459 -1.2029  -0.0786
N3 -0.3093 -0.4424 -0.0986  0.4624
C1 -2.7284 0.1976 0.1070  0.7743

Atoms 1-3, force components in eV/Å:
-1.613 -0.551 0.971
-1.084 -0.743 0.655
0.424 1.216 1.377


The ion CHF3N3 with charge +1. Source: OMol25; level of theory: wB97M-V/def2-TZVPD.

For the HOMO energy, the calculation gives -17.1 eV. As for the structure (SMILES): FC1=NN1[NH+](F)F. Its relative energy (zero: lowest compared OMol25 entry of this formula, charge and spin) is 83.3 kcal/mol. As for the total charge: +1. For the strongest force on any atom, the calculation gives 6.0 eV/A.

Each line ends with the natural charge from an NBO analysis.
Element x y z (Å)
N1 -0.9941 -0.5075 0.8317  -0.2012
H1 0.6772 -0.1081 -0.2963  0.4647
F1 -0.7694 1.1591 -1.0111  -0.1712
C1 -2.2633 0.0053 1.5386  0.8532
F2 -3.4652 -0.1897 1.4122  -0.1334
N2 -0.4544 -0.0827 -0.3113  0.4253
F3 -0.5841 -0.9532 -1.2950  -0.0847
N3 -1.1885 0.4322 1.9291  -0.1527

Atoms 1-3, force components in eV/Å:
-2.694 -2.176 0.774
-2.555 1.069 0.849
-0.228 -0.805 1.445


A structure of composition CHF3NiO. Source: OMol25; level of theory: wB97M-V/def2-TZVPD.

Its spin multiplicity is 4. For the HOMO energy (spin up / spin down), the calculation gives -16.9 / -17.3 eV. As for the expectation value of S²: 3.77. As for the total charge: +1. For the strongest force on any atom, the calculation gives 1.6 eV/A.

Each line ends with the Löwdin spin population.
Element x y z (Å)
H1 -0.5576 1.0902 4.1031  0.0284
Ni1 2.0326 2.0664 5.1130  1.4215
F1 -0.0952 -0.7626 3.3088  0.0311
F2 -1.0915 -0.5915 5.2148  0.0329
O1 0.3954 2.2828 4.4130  1.3262
F3 -2.1687 -0.1463 3.3901  0.0452
C1 -0.9877 -0.0514 3.9998  0.1147

Atoms 1-3, force components in eV/Å:
-0.788 -1.400 -0.194
-1.481 0.045 -0.627
0.108 0.431 0.014


A cluster of 2 separate species, CHF3O2S in total. Source: OMol25; level of theory: wB97M-V/def2-TZVPD.

For the HOMO energy (spin up / spin down), the calculation gives -9.3 / -9.3 eV. As for the structure (SMILES): OC(F)(F)F.O=S. Its relative energy (zero: lowest compared OMol25 entry of this formula, charge and spin) is 26.6 kcal/mol. For the strongest force on any atom, the calculation gives 2.8 eV/A.

Each line ends with the natural charge from an NBO analysis.
Element x y z (Å)
F1 -0.1407 -0.8528 -0.7636  -0.3278
F2 1.9054 -0.5712 -1.4259  -0.3367
C1 1.0722 -0.3722 -0.3838  1.1589
O1 1.1110 0.8824 0.0274  -0.7018
H1 1.2390 1.5924 -0.6941  0.5194
O2 -2.7856 0.7034 1.2701  -0.6815
S1 -3.9002 -0.2455 1.3544  0.6820
F3 1.4990 -1.1365 0.6156  -0.3125

Atoms 1-3, force components in eV/Å:
0.492 0.671 0.234
-0.124 -0.027 -0.259
0.447 -0.905 -0.591